{"formula": "C32H46ClF5MoO2P4Te", "method": "ωB97M-V with the def2-TZVPD basis set", "elements": ["P", "C", "C", "H", "C", "H", "C", "H", "C", "H", "C", "H", "C", "C", "H", "C", "H", "C", "H", "C", "H", "C", "H", "C", "C", "H", "C", "H", "C", "H", "C", "H", "C", "H", "Mo", "C", "C", "H", "C", "O", "H", "C", "H", "C", "Cl", "P", "P", "C", "H", "H", "H", "C", "H", "H", "H", "C", "H", "H", "H", "C", "H", "H", "H", "C", "H", "H", "H", "C", "H", "H", "H", "P", "C", "C", "H", "H", "H", "H", "H", "H", "C", "H", "H", "H", "H", "F", "Te", "F", "F", "F", "F", "O"], "positions_angstrom": [[1.30286, 1.05746, -2.43465], [3.02142, 1.51133, -2.64978], [3.78868, 0.88695, -3.64528], [3.35424, 0.09228, -4.25328], [5.10111, 1.30424, -3.86101], [5.69441, 0.82657, -4.63895], [5.64750, 2.33755, -3.09309], [6.67385, 2.66207, -3.26892], [4.87507, 2.95910, -2.10773], [5.29317, 3.77199, -1.51991], [3.56140, 2.55234, -1.87975], [2.94881, 3.04633, -1.12615], [1.01507, -0.55485, -3.17617], [1.72655, -1.66814, -2.68629], [2.50114, -1.53199, -1.92780], [1.41510, -2.94453, -3.15721], [1.94237, -3.80433, -2.75403], [0.42653, -3.09911, -4.13825], [0.17952, -4.09972, -4.50018], [-0.24963, -1.99219, -4.65160], [-1.01786, -2.11325, -5.41930], [0.03351, -0.71313, -4.17307], [-0.49094, 0.16153, -4.56870], [0.23414, 2.32496, -3.12848], [0.60472, 2.91905, -4.34811], [1.51265, 2.59145, -4.85961], [-0.18549, 3.93421, -4.88830], [0.09993, 4.38573, -5.83587], [-1.33223, 4.37067, -4.20727], [-1.93700, 5.17233, -4.62953], [-1.68729, 3.79536, -2.98415], [-2.57058, 4.13398, -2.44212], [-0.90220, 2.78344, -2.43736], [-1.14735, 2.35789, -1.46270], [0.22455, 0.16115, 1.89415], [-1.44319, -1.08754, 1.74850], [-1.82957, -1.40138, 0.47671], [-1.96202, -1.46615, 2.63530], [-1.05772, -0.74835, -0.66240], [-2.03944, -0.00112, -1.44028], [-1.59161, 0.43909, -2.18882], [0.03409, 0.12356, -0.12672], [-0.57556, -1.51879, -1.30839], [1.00496, 0.90652, -0.64959], [2.06179, 1.53651, 2.62772], [-1.28966, 1.91071, 2.76429], [1.52345, -1.83251, 2.47010], [-0.74703, 3.02777, 4.07207], [0.28731, 3.32595, 3.87426], [-0.77487, 2.48960, 5.02529], [-1.41787, 3.89640, 4.09658], [-1.53693, 3.04986, 1.35709], [-2.18893, 2.59118, 0.60488], [-0.56986, 3.28344, 0.89468], [-1.99400, 3.98070, 1.71859], [-2.95535, 1.39911, 3.25686], [-2.84673, 0.75043, 4.13572], [-3.42148, 0.83831, 2.43776], [-3.55694, 2.28652, 3.49780], [2.30056, -2.02170, 4.07774], [1.53243, -2.30788, 4.80572], [2.71718, -1.05582, 4.37539], [3.08894, -2.78486, 4.00973], [0.75314, -3.44958, 2.18457], [0.33784, -3.48546, 1.16992], [-0.06093, -3.57717, 2.90955], [1.49333, -4.25218, 2.31012], [2.91480, -1.78998, 1.29457], [3.33984, -0.78026, 1.27278], [2.56268, -2.05430, 0.29052], [3.68131, -2.50678, 1.61562], [-3.21778, -2.47721, 0.00213], [-3.74155, -3.40590, 1.42142], [-2.60583, -3.59230, -1.26444], [-4.07658, -2.72553, 2.21173], [-2.92200, -4.03360, 1.78862], [-4.57661, -4.03987, 1.09702], [-2.26066, -3.03555, -2.14572], [-3.41333, -4.27610, -1.56148], [-1.76959, -4.18133, -0.86370], [-4.56532, -1.49315, -0.63775], [-4.90746, -0.79400, 0.13707], [-5.39640, -2.15171, -0.92959], [-4.20202, -0.91966, -1.49976], [1.70185, 1.44125, 0.01113], [-2.10713, -0.18427, 6.80791], [-0.23444, -0.24802, 6.43100], [-0.13723, 1.66026, 6.65805], [0.04407, -0.32076, 8.31553], [1.66958, -0.15806, 6.26001], [-0.16222, -2.16833, 6.45002], [-0.55103, -0.18877, 4.63704]], "forces_ev_per_a": [[0.515, 0.198, 0.062], [0.205, -0.014, -0.212], [0.010, 0.162, 0.087], [0.190, 0.191, 0.143], [-0.004, 0.082, 0.069], [-0.121, 0.114, 0.200], [-0.283, -0.166, -0.034], [-0.312, -0.090, 0.063], [-0.132, -0.045, 0.021], [-0.060, -0.160, -0.089], [0.112, -0.111, -0.216], [0.220, -0.004, -0.105], [-0.316, -0.209, -0.281], [-0.320, -0.010, -0.123], [-0.200, -0.043, -0.233], [-0.051, 0.487, -0.027], [-0.068, 0.086, -0.161], [-0.029, -0.053, 0.089], [0.109, 0.328, 0.075], [-0.110, 0.019, -0.012], [0.317, -0.032, 0.231], [0.347, 0.019, 0.352], [0.129, -0.317, 0.117], [-0.145, 0.372, -0.031], [-0.184, -0.024, 0.049], [-0.265, 0.134, 0.086], [-0.093, -0.156, 0.288], [-0.084, -0.055, 0.218], [0.247, -0.203, -0.002], [0.139, -0.214, 0.108], [0.078, -0.031, -0.083], [0.250, -0.019, -0.192], [0.268, -0.116, -0.078], [-0.002, 0.208, -0.293], [1.211, 1.232, 1.879], [-0.757, -0.426, -1.087], [0.084, 0.262, 0.494], [0.007, -0.137, -0.247], [-0.502, -0.230, -1.341], [0.792, -0.206, -0.065], [-0.314, -0.372, 0.322], [0.446, 0.434, 0.949], [-0.366, 0.234, 0.187], [-0.611, -0.549, -0.690], [-0.177, -0.189, -0.334], [-0.917, 0.438, 0.720], [0.312, -1.148, 0.481], [0.316, -0.283, 0.097], [-0.227, 0.097, 0.099], [0.011, 0.282, -0.276], [0.153, -0.212, -0.047], [0.076, -0.134, -0.389], [0.090, 0.063, 0.101], [-0.184, 0.064, 0.104], [0.095, -0.258, -0.055], [0.007, -0.137, -0.062], [-0.096, 0.184, -0.156], [0.014, 0.141, 0.182], [0.142, -0.265, -0.028], [-0.068, 0.336, 0.180], [0.264, 0.026, -0.104], [0.023, -0.217, 0.084], [-0.266, 0.179, 0.015], [-0.217, -0.051, -0.164], [0.067, -0.058, 0.194], [0.195, -0.044, -0.133], [-0.199, 0.230, 0.016], [0.007, 0.209, -0.300], [0.033, -0.217, 0.022], [0.086, 0.035, 0.173], [-0.189, 0.140, -0.075], [1.091, 0.855, 0.147], [-0.202, -0.243, 0.094], [-0.113, -0.295, -0.181], [0.026, -0.169, -0.120], [-0.180, 0.125, -0.047], [0.120, 0.063, 0.250], [-0.149, -0.068, 0.233], [0.235, 0.140, 0.003], [-0.226, 0.147, -0.059], [-0.360, -0.011, -0.169], [0.090, -0.202, -0.173], [0.184, 0.219, 0.059], [-0.149, -0.201, 0.256], [-0.242, -0.120, -0.315], [1.256, -0.179, -0.091], [0.260, 0.520, 0.711], [-0.221, -1.307, 0.029], [-0.301, -0.102, -1.750], [-1.112, -0.260, 0.241], [-0.061, 1.275, 0.105], [0.354, 0.035, -0.059]], "e_tot_ha": -4058.1023, "homo_lumo_gap_ev": [6.61, 7.78], "multiplicity": 3, "charge": 2, "lumo_ev": [-7.1651, -6.8225], "homo_energy_ha": [-0.5061, -0.5365]}

***

{"formula": "C41H34BF3O4S", "method": "ωB97M-V with the def2-TZVPD basis set", "elements": ["C", "O", "C", "C", "C", "C", "C", "C", "C", "C", "C", "C", "C", "C", "C", "C", "C", "C", "C", "O", "C", "C", "C", "C", "C", "H", "H", "H", "H", "H", "H", "H", "H", "H", "H", "H", "H", "H", "H", "H", "H", "H", "H", "H", "H", "H", "C", "C", "C", "C", "C", "B", "C", "C", "C", "C", "C", "F", "F", "F", "C", "C", "O", "C", "C", "C", "C", "C", "C", "O", "S", "H", "H", "H", "H", "H", "H", "H", "H", "H", "H", "H", "H", "H"], "positions_angstrom": [[-4.13689, 5.96916, -3.02681], [-4.03939, 5.57034, -1.64161], [-3.51905, 4.34774, -1.35216], [-3.30851, 4.05494, 0.01961], [-2.72207, 2.86138, 0.38797], [-2.40365, 1.86986, -0.56968], [-1.77767, 0.59528, -0.15762], [-0.80356, 0.64071, 0.84674], [-0.29059, -0.41714, 1.61275], [-0.71590, -0.45466, 3.03862], [-0.95936, -1.68218, 3.69288], [-1.35337, -1.73243, 5.02760], [-1.58958, -0.55232, 5.74367], [-1.45797, 0.67388, 5.08255], [-1.05688, 0.71836, 3.73888], [-2.15333, -0.63697, -0.85818], [-3.35378, -0.74455, -1.61748], [-3.60626, -1.83412, -2.41532], [-2.66353, -2.88911, -2.47968], [-2.76465, -3.75230, -3.52124], [-1.72741, -4.74717, -3.67817], [-1.59211, -2.91335, -1.56756], [-1.32286, -1.76449, -0.85299], [-2.64952, 2.16858, -1.92734], [-3.17519, 3.38702, -2.32876], [-4.58020, 6.96525, -2.98349], [-3.14397, 6.01698, -3.49746], [-4.78769, 5.28870, -3.59437], [-3.60366, 4.80129, 0.75316], [-2.53069, 2.65420, 1.44172], [-0.50908, 1.64760, 1.16541], [-0.24361, -1.42818, 1.23924], [-0.80872, -2.61096, 3.14169], [-1.47556, -2.69820, 5.52191], [-1.87813, -0.58845, 6.80161], [-1.66598, 1.60195, 5.61344], [-0.98872, 1.68842, 3.24964], [-4.08401, 0.06519, -1.58646], [-4.48047, -1.89093, -3.06115], [-2.04872, -5.33453, -4.53842], [-0.75500, -4.27274, -3.88490], [-1.65112, -5.38474, -2.78511], [-0.91166, -3.76491, -1.50167], [-0.35575, -1.70625, -0.36484], [-2.39637, 1.43392, -2.69546], [-3.31972, 3.59536, -3.39446], [7.42048, 0.38503, -0.00719], [6.04982, -0.18523, 0.13150], [5.66902, -1.50717, -0.00563], [4.25318, -1.72693, 0.17703], [3.54254, -0.57216, 0.41996], [1.80718, -0.33450, 0.60538], [1.43555, -0.26149, -0.94905], [1.01262, 0.93885, -1.51892], [0.47442, 0.94719, -2.80794], [0.44918, -0.23545, -3.53801], [-0.33133, -0.28938, -4.82182], [-0.62343, -1.57269, -5.18947], [-1.54308, 0.35071, -4.68788], [0.30850, 0.29923, -5.87277], [1.12864, -1.35820, -3.08955], [1.64169, -1.36284, -1.78680], [1.83307, -1.57822, 1.47005], [2.20824, -1.10211, 2.68309], [2.23615, 0.32493, 2.70558], [2.25602, 1.01861, 3.89722], [2.20410, 0.26237, 5.06901], [2.21687, -1.13152, 5.04383], [2.25870, -1.84350, 3.84635], [1.91079, 0.84866, 1.48871], [4.62387, 0.76652, 0.47781], [8.13759, -0.41841, -0.21911], [7.46696, 1.11222, -0.83007], [7.73214, 0.88998, 0.91722], [6.40223, -2.28660, -0.23553], [3.83520, -2.71912, 0.07704], [1.06801, 1.86624, -0.95493], [0.06398, 1.86336, -3.23077], [1.22633, -2.23056, -3.73414], [2.18199, -2.24066, -1.43564], [2.24618, 2.10878, 3.87237], [2.14035, 0.78428, 6.02783], [2.17092, -1.69228, 5.98230], [2.24722, -2.93338, 3.78625]], "forces_ev_per_a": [[0.008, -0.189, 0.532], [0.129, -0.259, -0.393], [0.249, -0.397, 0.010], [-0.070, 0.324, -0.789], [0.003, -0.396, -0.203], [-0.064, 0.513, -0.062], [1.185, -0.571, -0.004], [-0.612, 1.244, -0.915], [-3.868, -1.151, 1.461], [0.589, 0.530, 0.182], [0.545, -0.025, -0.123], [-0.251, 0.153, 0.003], [0.191, -0.073, -0.340], [0.043, -0.106, -0.555], [0.096, 0.098, 0.831], [-0.526, -0.252, -0.343], [0.140, 0.279, 0.475], [0.387, -0.617, -0.279], [0.476, 0.256, -0.174], [0.047, -0.316, 0.612], [-0.355, 0.353, 0.110], [-0.283, -0.021, -0.590], [0.190, 0.145, 0.198], [0.137, -0.425, 0.249], [-0.218, 0.610, 0.306], [0.084, -0.186, -0.135], [-0.237, -0.046, 0.169], [0.138, 0.185, 0.175], [0.117, -0.141, -0.113], [-0.155, 0.069, -0.252], [-0.414, -0.376, 0.111], [-0.230, 0.345, 0.082], [0.147, 0.189, 0.156], [0.001, 0.280, -0.226], [0.130, 0.011, -0.518], [0.031, -0.203, -0.168], [0.131, -0.226, 0.143], [0.222, -0.234, -0.018], [0.191, 0.095, 0.141], [0.133, 0.024, 0.160], [-0.335, -0.062, 0.095], [-0.059, 0.130, -0.298], [-0.146, 0.437, -0.193], [-0.535, -0.275, -0.257], [-0.041, 0.243, 0.302], [0.096, -0.139, 0.510], [0.137, 0.177, 0.066], [-0.979, -0.984, -0.090], [0.082, 0.739, 0.168], [0.874, 0.777, -0.238], [0.605, 0.069, -1.152], [6.981, -0.639, -1.169], [-0.349, 0.024, 0.801], [-0.380, -0.024, -0.726], [0.299, 0.119, 0.344], [-0.203, 0.061, -0.507], [-0.235, -0.073, -0.184], [0.234, 0.868, 0.066], [0.815, -0.331, -0.272], [-0.540, -0.390, 0.550], [0.261, -0.099, 0.615], [-0.384, -0.053, -0.804], [-2.416, 0.112, 0.886], [-0.212, 0.831, 0.101], [-0.338, -0.897, -0.072], [0.046, -0.060, -0.257], [0.236, 0.096, 0.456], [0.220, -0.104, 0.483], [-0.043, 0.085, -0.253], [-1.727, -0.159, 0.967], [0.681, -0.267, -0.335], [-0.156, 0.191, 0.058], [0.057, -0.129, 0.214], [0.031, -0.056, -0.233], [-0.307, 0.192, 0.119], [-0.228, 0.023, 0.113], [-0.220, -0.157, 0.057], [0.051, -0.200, 0.104], [-0.071, 0.156, 0.210], [-0.284, 0.191, 0.069], [-0.078, -0.283, 0.186], [0.107, -0.234, -0.288], [0.085, 0.280, -0.280], [-0.086, 0.324, 0.162]], "e_tot_ha": -2606.2482, "homo_lumo_gap_ev": 4.60, "charge": 0, "lumo_ev": -2.3495, "homo_energy_ha": -0.2553}